Record 1
# C4H3FN2

C4H3FN2 in the gas phase in a non-equilibrium geometry (the ωB97M-V functional and the def2-TZVPD basis, the Open Molecules 2025 dataset).

```
10
Properties=species:S:1:pos:R:3:lowdin_charge:R:1
N 2.1323 -0.5976 0.1566 0.19
C 0.9492 -0.2103 -0.0537 -0.43
H -0.2113 -2.1398 -0.2725 0.14
C -0.2754 -1.0429 -0.1402 0.04
H -1.2919 2.0730 0.0108 0.13
C -1.2755 -0.2162 -0.0338 -0.25
H 2.7506 0.2273 0.2626 0.08
N 0.5381 1.1522 -0.0611 0.11
F -2.6013 -0.3954 0.1364 0.08
C -0.7148 1.1497 -0.0051 -0.07
```

SMILES ... [H]/N=C1/C=C(F)C=N1
E ... -9892.6523 eV
Strongest force on any atom ... 3.34 eV Å⁻¹
Relative energy (zero: lowest compared OMol25 entry of this formula, charge and spin) ... 1.570 eV

---

Record 2
# C5H10O

2 unconnected molecules or ions with the total composition C5H10O in a non-equilibrium geometry (the ωB97M-V functional and the def2-TZVPD basis, the Open Molecules 2025 dataset).

```
16
Properties=species:S:1:pos:R:3:lowdin_charge:R:1
H 0.4388 1.6816 -2.6212 0.04
H -0.3902 -2.0874 1.5307 0.10
H 0.5981 -0.1585 -0.6406 0.09
C 0.2052 -0.4991 0.2975 -0.14
C 0.2472 0.5235 1.3715 -0.20
H 0.8172 -2.8852 -0.9917 0.08
O 0.0517 2.4073 -2.0992 -0.08
H 0.9294 0.2535 2.1817 0.10
H -0.9184 -2.4356 -1.3336 0.07
C -0.2554 -1.7318 0.5131 -0.14
H -0.4338 -3.7931 -0.2877 0.06
C -0.1859 1.7831 1.2831 -0.02
H -1.1298 1.7439 0.7011 0.09
H 0.3499 2.2004 -1.1922 0.00
C -0.1973 -2.7863 -0.5918 -0.10
H 0.1764 2.4927 1.9966 0.05
```

SMILES ... C=C/C=C/C.O
E ... -7392.4327 eV
Strongest force on any atom ... 2.55 eV Å⁻¹
Relative energy (zero: lowest compared OMol25 entry of this formula, charge and spin) ... 2.333 eV

---

Record 3
# C3H4LiO3

A molecular structure, C3H4LiO3 in a non-equilibrium geometry (the ωB97M-V functional and the def2-TZVPD basis, the Open Molecules 2025 dataset).

```
11
Properties=species:S:1:pos:R:3:lowdin_charge:R:1
C -1.1805 0.4254 0.4131 -0.07
H -2.0406 0.8067 -0.1430 0.15
H -1.3071 0.2845 1.5195 0.16
C -0.7087 -0.9610 -0.0231 -0.04
O 0.7401 -0.7455 -0.2495 0.09
O 2.0924 1.0246 -0.4256 0.04
Li 3.4365 0.3762 -0.8019 0.83
H -1.1294 -1.2687 -0.9867 0.14
O -0.0510 1.2649 0.1630 0.11
C 1.0074 0.5387 -0.1888 -0.56
H -0.8592 -1.7458 0.7230 0.14
```

E ... -9517.8807 eV
Net charge ... +1
Strongest force on any atom ... 3.42 eV Å⁻¹
Relative energy (zero: lowest compared OMol25 entry of this formula, charge and spin) ... 0.000 eV

---

Record 4
# C35H27AuF6N2O6S2

A molecular structure, C35H27AuF6N2O6S2 in a non-equilibrium geometry (the ωB97M-V functional and the def2-TZVPD basis, the Open Molecules 2025 dataset).

```
79
Properties=species:S:1:pos:R:3:lowdin_charge:R:1
C -3.4227 4.1052 -2.5713 -0.07
H 3.7457 0.0910 -0.3319 0.11
C -0.0139 2.1579 -0.4899 -0.21
C -2.6692 2.1058 -3.6580 -0.07
C 4.2898 -4.0274 -3.4175 -0.07
H 3.2041 -0.2477 -2.3379 0.13
C -1.0513 2.2006 0.5879 -0.05
F 1.2190 2.2502 3.3971 0.12
H 2.7265 1.9827 -3.1519 0.13
C 0.4039 3.3236 -1.1025 0.02
C 3.6322 -0.8322 0.2273 -0.04
C 1.5062 0.8909 -1.7794 -0.20
H 3.7800 -5.4225 -4.9680 0.10
O 0.4852 -0.2984 1.7965 -0.38
H 1.6875 4.1670 -2.5978 0.12
S -0.2813 -2.4813 4.6652 0.59
C 4.2813 -2.1899 2.1035 -0.07
H -3.4735 4.0508 -0.4274 0.12
C 1.5796 -3.4676 -3.2889 -0.03
C -5.8248 1.5526 1.7440 -0.07
H -1.1925 3.2335 0.8897 0.12
H 0.5217 -3.2504 -3.2251 0.11
F -2.1203 -4.0790 3.7195 0.14
H -2.4247 3.2199 2.4708 0.11
N 0.7475 -1.4555 3.9928 -0.28
H -2.4552 1.5488 -4.5626 0.10
C -3.3730 2.7577 2.2316 -0.03
C 4.4163 -1.0334 1.3584 -0.09
H 1.7541 -0.5699 -3.2576 0.15
C 2.0534 -4.4110 -4.1921 -0.07
C 1.9487 2.0532 -2.4038 0.00
F -0.6530 -3.4846 2.2334 0.11
H -6.7735 1.0664 1.5545 0.10
C -2.7492 2.2035 -1.2445 -0.16
H -0.7165 1.6164 1.4376 0.09
H -4.3209 3.6511 3.9291 0.11
F 2.7709 0.8122 2.9472 0.13
C -1.3833 -3.0624 3.2811 -0.67
H -6.5086 2.5744 3.5080 0.10
H -3.2722 3.8821 -4.7025 0.10
O -0.8794 0.5111 3.6656 -0.27
F 1.9795 0.9468 4.9590 0.16
H 3.2390 -4.0518 2.3122 0.11
C 2.7252 -1.7998 -0.1729 -0.19
C -4.4524 2.9968 3.0762 -0.07
F -2.1986 -2.0997 2.8452 0.13
S 0.3104 -0.1675 3.2430 0.58
C 2.5901 -2.9600 0.5846 -0.02
H -4.8693 0.6627 0.0443 0.12
C -2.4032 1.5998 0.1317 -0.45
C 3.8199 -3.0889 -2.5093 -0.02
H 4.5138 -2.5882 -1.8450 0.12
O 0.4468 -3.6578 5.0220 -0.28
C -4.7549 1.3224 0.8970 -0.02
C 3.3597 -3.1558 1.7168 -0.05
H -3.8033 5.1180 -2.6228 0.10
H -0.0381 4.2650 -0.8085 0.13
H 5.1237 -0.2725 1.6675 0.11
N 0.5239 0.9789 -0.8719 0.13
H 1.3558 -4.9307 -4.8375 0.10
H -2.1265 0.4848 -2.3652 0.09
C -3.1297 3.4110 -3.7381 -0.09
O -1.1748 -1.8871 5.6071 -0.26
C 1.6702 1.0167 3.6741 -0.66
C 1.9265 -1.7133 -1.4710 -0.47
C -3.2367 3.5047 -1.3339 -0.02
H 1.8803 -3.7140 0.2650 0.13
H 5.3495 -4.2492 -3.4566 0.10
C 2.4602 -2.8034 -2.4415 -0.16
C 1.3770 3.2658 -2.0843 -0.01
O -2.2990 0.2082 0.1003 -0.23
Au -0.6660 -0.7670 -0.3631 1.37
O 0.5659 -1.9705 -1.2901 -0.26
C -3.5211 1.9256 1.1310 -0.16
C 2.1294 -0.4003 -2.2455 -0.05
C -2.4820 1.5070 -2.4183 -0.04
H 4.8816 -2.3392 2.9921 0.11
C -5.6772 2.3970 2.8381 -0.08
C 3.4099 -4.6901 -4.2615 -0.09
```

E ... -93661.9905 eV
Strongest force on any atom ... 1.89 eV Å⁻¹

---

Record 5
# C3H10N2O2

2 unconnected molecules or ions with the total composition C3H10N2O2 (the ωB97M-V functional and the def2-TZVPD basis, the Open Molecules 2025 dataset).

```
17
Properties=species:S:1:pos:R:3:lowdin_charge:R:1
H 1.4484 -2.1517 1.3224 0.09
H 1.0109 -0.6235 1.7348 0.08
O -0.6533 -0.5641 -0.8353 0.02
H 0.0976 -0.8953 -0.2857 0.04
H -1.3798 1.1052 -2.4291 0.07
H -1.9482 2.6396 -2.0919 0.07
O -1.4812 -0.0378 1.2785 0.02
H 3.4124 -0.6914 1.2291 0.07
N -2.0739 1.6482 -1.9300 0.03
C -1.4153 0.2693 -0.0659 -0.46
H -2.6961 1.9106 0.0758 0.11
C -2.0721 1.3134 -0.5668 -0.16
N 1.3420 -1.2056 0.9703 -0.07
H 2.4722 0.3094 0.1059 0.08
H -1.6201 -0.9885 1.3707 0.10
H 2.9388 -1.3326 -0.3567 0.08
C 2.6177 -0.7052 0.4738 -0.16
```

SMILES ... NC=C(O)O.CN
E ... -10347.6492 eV
Strongest force on any atom ... 0.46 eV Å⁻¹
Relative energy (zero: lowest compared OMol25 entry of this formula, charge and spin) ... 1.839 eV